44
Properties=species:S:1:pos:R:3:forces:R:3 method="wB97M-V/def2-TZVPD" relative_energy_kj_mol=824.1 charge=0 e_homo_ev=-9.126 lumo_energy_ev=-2.51
Li -23.43545 19.69443 -6.11780 -0.2 -0.2 0.4
C -27.04231 20.59618 -2.40247 0.3 -0.7 -0.2
F -27.70255 20.94499 -1.36489 -3.6 0.7 1.5
F -27.10095 21.56145 -3.32491 0.1 -0.4 -0.2
F -25.85326 20.52994 -1.87383 3.0 -0.8 -1.1
S -27.64546 18.89721 -3.11055 -1.0 -3.1 -3.6
O -28.38990 18.08421 -2.15324 1.0 2.1 -0.3
O -28.37822 19.17164 -4.35395 1.0 1.0 1.8
N -26.22661 18.05527 -3.70700 -3.8 5.9 -1.4
S -25.91705 16.89491 -2.83611 2.7 -3.9 -0.7
O -24.62083 16.45749 -3.28715 0.2 -1.1 -0.3
O -26.03444 17.17138 -1.47588 -0.7 -0.5 3.4
C -27.12297 15.41011 -3.39419 1.1 2.2 -2.0
F -28.10241 15.23444 -2.58279 -1.0 -0.5 1.1
F -27.68907 15.67116 -4.65843 0.9 -0.1 1.6
F -26.38331 14.32633 -3.53683 -0.1 -0.5 0.2
C -25.65173 20.29774 -11.65086 -0.1 0.0 0.3
C -26.84895 20.45994 -10.76068 -0.9 -1.2 -1.5
O -27.33278 21.76907 -10.74282 0.3 0.9 0.6
O -24.48677 20.39504 -10.88010 1.3 0.6 0.5
H -25.64210 21.08894 -12.40053 -0.3 -0.2 -0.3
H -25.62550 19.29653 -12.08097 -0.5 0.0 -0.4
H -26.65815 19.98232 -9.79965 0.0 0.3 0.3
H -27.62760 19.89346 -11.27146 -0.2 -0.6 0.2
H -28.19962 21.72684 -10.33246 -0.1 0.3 0.0
H -23.81592 20.70122 -11.49477 0.4 0.0 0.3
C -21.36631 24.74217 -4.13823 1.1 -0.7 -0.4
C -21.94524 24.78719 -5.54717 1.3 0.5 -1.4
O -22.97850 23.87487 -5.82094 -0.8 -1.2 0.8
O -22.24044 25.40381 -3.32528 -1.9 1.2 0.9
H -20.39301 25.22392 -4.04474 0.1 0.0 -0.5
H -21.30032 23.78428 -3.62230 0.6 -0.9 -1.1
H -21.21015 24.63782 -6.33801 0.6 0.1 0.2
H -22.35515 25.78454 -5.70645 0.2 0.3 0.3
H -23.41889 24.15370 -6.62711 -0.1 0.1 0.1
H -23.01139 24.92244 -3.63435 -1.3 0.6 1.0
C -17.98204 19.17047 -6.37069 -2.7 -0.4 3.3
O -19.02604 19.03213 -5.79831 -3.1 0.0 1.8
N -16.89305 19.53307 -5.84391 5.6 2.7 4.1
N -17.80698 18.82638 -7.55086 0.0 -2.0 -7.8
H -16.04159 19.44347 -6.37971 0.0 0.1 0.8
H -16.85936 19.65078 -4.84136 0.2 0.2 -0.3
H -16.90368 19.05382 -7.94127 -0.7 -0.9 -1.0
H -18.54140 18.21252 -7.87321 0.6 0.2 -1.0

---

13
Properties=species:S:1:pos:R:3:forces:R:3 method="wB97M-V/def2-TZVPD" relative_energy_kj_mol=627.2 charge=0 e_homo_ev=-6.789 lumo_energy_ev=1.09
C -1.15862 -0.42214 1.09759 -0.2 0.0 0.4
C -0.62722 -0.28901 -0.84379 0.1 -0.1 -0.4
C 0.50531 0.71181 -1.11193 0.0 0.1 -0.1
C 1.19808 0.19887 0.15134 0.2 0.1 0.1
O 0.29798 -0.93133 0.31541 -0.1 -0.1 0.1
H -1.96260 -1.11102 0.86050 0.1 0.1 0.0
H -0.71428 -0.67128 2.07962 0.0 0.1 -0.1
H -1.51312 0.60614 1.10268 0.1 -0.2 -0.1
H -0.71454 -1.07640 -1.60283 0.0 0.1 0.1
H 1.09599 0.52730 -2.01847 -0.1 0.0 0.1
H 0.22255 1.77117 -1.09675 0.0 -0.2 0.0
H 1.15144 0.86428 1.02215 0.0 -0.1 -0.1
H 2.21904 -0.17838 0.04448 -0.1 0.1 0.0

---

118
Properties=species:S:1:pos:R:3:forces:R:3 method="wB97M-V/def2-TZVPD" relative_energy_kj_mol=0.0 multiplicity=2 charge=-1 e_homo_ev="-3.364 / -3.794" lumo_energy_ev="2.48 / 2.48"
Ti -0.29276 0.51197 -0.78948 1.1 -2.2 -0.2
C -2.66126 2.68946 1.42889 -0.1 0.4 0.0
Si -1.88260 0.98260 1.14088 0.0 0.0 0.3
C -3.42623 -0.13546 1.03155 -0.4 0.0 0.1
C -4.58967 0.08240 1.79036 0.1 -0.1 -0.1
C -5.73305 -0.68573 1.61621 0.1 0.0 -0.1
C -5.74175 -1.68666 0.64887 0.1 0.1 0.0
C -4.60601 -1.91162 -0.11547 0.0 0.0 0.0
C -3.44153 -1.15591 0.06916 0.0 0.0 0.0
P -1.82558 -1.43526 -0.85254 -1.2 0.0 0.4
C -1.32555 -2.99718 0.06150 0.1 -0.2 0.1
C -1.91873 -4.34423 -0.36226 -0.1 0.0 0.1
C -1.34390 -5.49271 0.47100 0.1 0.0 0.0
C -1.57423 -5.28419 1.96213 -0.1 0.1 0.0
C -0.94725 -3.96288 2.39133 0.0 0.0 -0.1
C -1.52086 -2.79960 1.58113 -0.1 0.0 -0.1
C -2.60640 -1.67620 -2.56621 0.2 -0.2 -0.1
C -1.86895 -0.97667 -3.71875 0.0 -0.1 0.0
C -2.76303 -0.89660 -4.95943 0.0 0.0 0.1
C -3.18859 -2.28511 -5.42909 0.1 0.0 0.0
C -3.84924 -3.05389 -4.29010 0.0 0.1 0.0
C -2.97327 -3.09092 -3.03596 0.0 0.0 -0.1
C -1.04208 0.67970 2.83980 0.0 0.1 0.4
C -1.75974 0.69857 4.05269 0.1 -0.1 -0.3
C -1.14119 0.52898 5.27784 0.1 0.0 0.0
C 0.23722 0.33039 5.32691 -0.1 0.0 -0.1
C 0.96525 0.31430 4.14918 0.0 -0.1 0.0
C 0.34949 0.50171 2.90375 0.0 0.0 -0.1
P 1.28729 0.43552 1.28864 -0.2 0.3 0.3
C 2.54187 -0.85766 1.71505 0.3 -0.2 -0.1
C 1.82438 -2.16411 2.07298 0.1 0.0 -0.1
C 2.80220 -3.25145 2.51232 0.0 0.1 0.1
C 3.82543 -3.54073 1.41967 -0.1 0.0 -0.1
C 4.55357 -2.25501 1.04388 0.0 0.0 0.1
C 3.58378 -1.15155 0.62005 -0.1 0.0 0.1
C 2.24204 2.04012 1.30826 0.1 0.0 -0.1
C 3.09467 2.24593 0.02706 0.1 0.0 0.3
C 4.03966 3.42975 0.21617 0.0 0.0 0.1
C 5.09826 3.11717 1.29015 0.0 0.0 0.0
C 4.56582 2.12441 2.33563 0.0 0.0 -0.1
C 3.07457 2.35045 2.57373 0.0 0.0 0.0
H -3.30220 2.72401 2.31930 0.1 0.0 -0.1
H -1.87035 3.43878 1.56410 -0.1 0.0 0.0
H -3.27502 2.98206 0.56649 0.1 0.0 0.1
H -4.60998 0.88105 2.52801 0.0 0.0 -0.1
H -6.61690 -0.49611 2.21600 0.0 0.0 0.0
H -6.63323 -2.28215 0.48677 0.0 0.0 0.0
H -4.63821 -2.68783 -0.87072 0.0 0.0 0.0
H -0.25413 -3.03116 -0.13946 0.1 0.0 -0.1
H -3.01008 -4.33204 -0.23664 0.1 0.0 0.0
H -1.70870 -4.53863 -1.41068 0.0 0.0 0.0
H -1.77039 -6.44289 0.13643 0.0 0.0 0.0
H -0.26209 -5.54748 0.28600 -0.1 0.0 0.0
H -2.65464 -5.25239 2.15807 0.1 0.0 0.0
H -1.16898 -6.11928 2.54042 0.0 0.0 0.0
H -1.10903 -3.77989 3.45751 0.0 0.0 0.0
H 0.13439 -4.02750 2.24113 -0.1 0.0 0.0
H -2.58836 -2.72525 1.81257 0.0 0.0 0.0
H -1.07465 -1.85645 1.90390 0.0 0.0 0.0
H -3.54412 -1.13196 -2.42553 -0.1 0.1 0.0
H -1.54485 0.02095 -3.43490 0.0 0.0 0.1
H -0.95685 -1.53313 -3.94848 0.0 0.0 0.0
H -3.65785 -0.30413 -4.72717 0.0 0.0 0.0
H -2.23548 -0.36748 -5.75759 0.0 0.0 0.0
H -3.86420 -2.22037 -6.28695 0.0 0.0 0.0
H -2.29904 -2.83361 -5.76424 0.0 0.0 0.0
H -4.80196 -2.56973 -4.03593 0.0 0.0 0.0
H -4.08997 -4.07454 -4.60162 0.0 0.0 0.0
H -3.49660 -3.65644 -2.27027 0.0 0.0 0.1
H -2.04697 -3.63378 -3.25645 0.0 0.0 0.0
H -2.83916 0.82934 4.02655 0.1 0.0 0.0
H -1.72324 0.53810 6.19321 0.0 0.0 0.0
H 0.73999 0.18070 6.27593 0.0 0.0 0.0
H 2.02938 0.11597 4.21143 -0.1 0.0 0.0
H 3.08419 -0.48604 2.59402 0.0 -0.1 0.1
H 1.06593 -2.00677 2.84091 0.1 0.0 0.0
H 1.30176 -2.49374 1.16828 0.0 0.0 0.0
H 3.32841 -2.91885 3.41807 0.0 0.0 0.0
H 2.25344 -4.15687 2.78454 0.0 0.0 0.0
H 4.53467 -4.30916 1.73904 0.0 0.0 0.0
H 3.30317 -3.92976 0.53613 0.0 0.0 0.0
H 5.13747 -1.91575 1.91174 0.0 0.0 0.0
H 5.26882 -2.43412 0.23655 0.0 0.0 0.0
H 4.16599 -0.26398 0.38778 0.0 0.0 0.0
H 3.05875 -1.43400 -0.29556 0.0 0.0 0.0
H 1.42569 2.76463 1.23770 -0.1 0.1 0.1
H 3.68840 1.36642 -0.21115 0.0 0.0 0.0
H 2.44963 2.40522 -0.82231 -0.2 0.1 -0.2
H 4.52220 3.68133 -0.73117 0.0 0.0 0.0
H 3.45382 4.31025 0.50316 0.0 0.0 0.0
H 5.99670 2.71271 0.81595 0.0 0.0 0.0
H 5.40395 4.04007 1.79214 0.0 0.0 0.0
H 4.72695 1.09529 1.99874 0.0 0.1 0.0
H 5.12140 2.23009 3.26945 0.0 0.0 0.0
H 2.72952 1.77553 3.43077 0.0 0.1 -0.1
H 2.92289 3.40004 2.85226 0.0 0.0 0.0
S 0.82673 -1.22228 -1.73380 0.1 0.5 -0.1
C 1.92638 6.49322 -1.35904 0.0 0.0 0.0
C 1.89642 5.54492 -2.52420 0.0 0.0 0.1
C 3.00108 5.35914 -3.33137 0.3 0.0 -0.1
C 2.96873 4.45854 -4.38678 0.0 0.0 0.0
Cl 4.39961 4.23894 -5.37758 -0.2 0.0 0.1
C 1.82901 3.72875 -4.65143 0.1 -0.1 -0.1
C 0.70486 3.90878 -3.85517 0.0 -0.1 -0.1
C 0.74218 4.80669 -2.80292 0.0 0.1 0.1
O -0.30779 5.04735 -1.97293 -0.1 0.0 0.2
C -1.35175 4.09738 -1.91901 0.0 0.2 0.0
C -0.88421 2.69344 -1.64185 0.3 0.0 -0.1
O -1.63414 1.72649 -1.92595 -0.3 0.4 -0.2
O 0.23030 2.49930 -1.08026 -0.1 0.8 0.0
H 2.92712 6.90544 -1.22732 0.0 0.0 0.0
H 1.63135 5.98804 -0.43829 0.0 0.0 0.0
H 1.22543 7.31799 -1.50040 0.0 0.0 0.0
H 3.91201 5.91052 -3.12734 0.0 0.0 0.0
H 1.81751 3.01078 -5.46191 0.0 0.0 0.1
H -0.18347 3.32048 -4.05738 0.1 0.0 0.0
H -1.97089 4.10340 -2.81663 0.0 0.0 -0.1
H -1.96881 4.39124 -1.07013 -0.1 0.0 0.0

---

30
Properties=species:S:1:pos:R:3:forces:R:3 method="wB97M-V/def2-TZVPD" relative_energy_kj_mol=10.4 charge=0 e_homo_ev=-9.298 smiles="NC(=O)[C@@H](N)CS.O.O.O.O.O" lumo_energy_ev=0.26
N -1.42845 -0.32240 -1.09795 -0.7 -0.3 -0.7
C -0.35413 -0.89151 -0.32994 0.8 -0.4 1.2
C 0.71070 -1.66671 -1.12670 0.4 1.0 -0.1
S -0.10952 -3.14342 -1.75806 0.0 -0.1 -0.1
C 0.36530 0.15980 0.55641 1.5 0.7 -2.5
N -0.17274 1.42576 0.57430 -1.2 0.2 0.5
O 1.52129 -0.03056 0.87037 -0.3 -0.4 0.9
H -1.07179 0.03358 -1.98283 0.5 0.5 0.1
H -2.03667 -1.04724 -1.47198 -0.1 -0.2 0.5
H -0.68118 -1.61543 0.43459 -0.7 0.1 -0.3
H 1.59303 -1.85525 -0.52339 -0.3 -0.5 0.3
H 1.11042 -0.97927 -1.87847 -0.4 -0.3 -0.4
H 0.69996 -3.44890 -2.77632 0.1 0.1 0.0
H -1.14045 1.48551 0.27804 -0.1 -0.4 0.0
H -0.05612 1.93431 1.43909 0.6 0.0 0.0
H 0.61698 1.68803 -3.24114 0.1 -0.3 0.0
H 0.97377 0.27424 -3.87079 0.2 0.3 0.1
O 0.28220 0.92851 -3.75190 -0.5 -0.1 0.0
H 0.31091 2.88225 -1.11977 0.1 -0.2 0.1
H 0.73389 3.95192 -2.14463 0.0 0.0 0.0
O 0.73656 3.00536 -1.97863 0.0 0.2 0.0
H 1.86458 0.10385 3.97795 -0.2 -0.1 -0.1
H 2.96700 -0.25561 2.97424 -0.2 0.0 -0.2
O 2.65058 0.44702 3.54758 0.3 0.2 0.4
H -3.32863 -0.40417 1.00474 0.0 0.1 -0.1
H -1.99549 -0.40261 1.76221 -0.1 0.1 -0.1
O -2.88939 -0.03764 1.77769 -0.1 -0.1 0.1
H -0.18574 -1.42131 3.12631 -0.5 -0.1 0.4
H -1.24790 -0.30259 3.60683 0.0 -0.7 0.2
O -0.43898 -0.49551 3.12217 0.4 0.6 -0.4

---

16
Properties=species:S:1:pos:R:3:forces:R:3 method="wB97M-V/def2-TZVPD" relative_energy_kj_mol=155.6 charge=0 e_homo_ev=-9.984 smiles=C[C@H](C#N)CCO lumo_energy_ev=0.85
C -1.95993 -0.19367 0.35005 0.0 0.0 0.1
C -0.81546 -0.19812 -0.67736 0.1 -0.1 0.0
C 0.24078 0.92191 -0.48904 0.2 -0.1 0.0
C 1.38298 0.54142 0.49848 -0.2 0.5 0.1
O 2.20106 -0.54506 0.08189 0.1 0.5 -0.2
C -0.11361 -1.48481 -0.62266 0.3 -1.2 -0.1
N 0.49055 -2.46548 -0.55878 -0.9 0.4 -0.2
H -2.67602 0.60804 0.14462 0.2 0.0 0.0
H -1.57892 -0.06510 1.36700 0.0 0.0 -0.1
H -2.49850 -1.14503 0.31992 0.0 0.2 0.0
H -1.25826 -0.13781 -1.68014 0.1 0.1 0.2
H 0.63109 1.21982 -1.46970 0.2 -0.2 0.2
H -0.27064 1.82177 -0.09458 0.3 -0.4 0.0
H 0.88459 0.33714 1.46111 0.3 -0.1 -0.1
H 2.02205 1.42062 0.60222 -0.2 0.2 0.2
H 2.88804 -0.75214 0.73167 -0.4 0.3 -0.1

---

6
Properties=species:S:1:pos:R:3:forces:R:3 method="wB97M-V/def2-TZVPD" charge=+1 e_homo_ev="-14.247 / -14.247" lumo_energy_ev="-4.02 / -4.01"
F -0.07661 -0.77452 0.52808 0.0 0.4 -0.8
O 0.49408 -0.71732 -0.96994 -0.9 -1.0 0.3
Rb -1.86045 -1.01974 -2.94419 0.3 0.0 0.2
O 0.83824 1.26996 0.20234 -1.2 0.7 2.1
C 0.31518 0.69085 1.04917 2.4 -0.5 -1.5
H 0.28955 0.55078 2.13454 -0.6 0.4 -0.2

---

Max |F| for every record listed, in sequence, given in eV Å⁻¹: 8.1; 0.5; 2.5; 3.0; 1.2; 2.9.